#i
Here is a 2-piece molecular cluster, Cl2HNS overall from the Open Molecules 2025 dataset. Energies are from ωB97M-V/def2-TZVPD.

Gap between HOMO and LUMO (alpha / beta) in eV: 8.335 / 7.320
HOMO level (alpha / beta) in eV: -9.99 / -9.53
E_LUMO (alpha / beta) in Eh: -0.061 / -0.081

```
! wB97M-V def2-TZVPD RIJCOSX def2/J DEFGRID3
* xyz 0 1
N 0.97 -0.14 -0.12
S -2.05 -0.39 0.37
Cl 1.36 1.48 -0.35
Cl 1.45 -1.18 -1.36
H -1.73 0.22 1.46
*
```

---

#ii
Here is a 2-piece molecular cluster, Cl2HNS overall from the Open Molecules 2025 dataset. Energies are from ωB97M-V/def2-TZVPD.

Gap between HOMO and LUMO (alpha / beta) in eV: 7.856 / 8.213
HOMO level (alpha / beta) in eV: -9.88 / -9.42
E_LUMO (alpha / beta) in Eh: -0.075 / -0.044

```
! wB97M-V def2-TZVPD RIJCOSX def2/J DEFGRID3
* xyz 0 1
N -3.16 -0.02 0.62
S -1.81 0.21 1.40
Cl -3.74 1.24 -0.60
Cl -3.56 -1.51 -0.22
H -0.29 -0.98 -0.36
*
```

---

Stability summary - winner: #i; margin: 0.0564 hartree.

---

#i
Here is an isolated molecule of CH4N4 from the Open Molecules 2025 dataset. Energies are from ωB97M-V/def2-TZVPD.

Gap between HOMO and LUMO (alpha / beta) in eV: 8.076 / 8.083
HOMO level (alpha / beta) in eV: -8.46 / -8.46
E_LUMO (alpha / beta) in Eh: -0.014 / -0.014
SMILES string: [H]/N=N/N=N/C

```
! wB97M-V def2-TZVPD RIJCOSX def2/J DEFGRID3
* xyz 0 1
H 0.50 -1.52 3.10
N -0.15 -1.64 2.40
N -0.04 -0.81 1.52
N -0.22 -0.45 0.41
N -0.54 0.82 -0.20
C 0.01 0.88 -1.57
H 0.65 1.85 -1.65
H -0.79 0.89 -2.21
H 0.58 -0.02 -1.80
*
```

---

#ii
Here is CH4N4 as an isolated structure from the Open Molecules 2025 dataset. Energies are from ωB97M-V/def2-TZVPD.

Gap between HOMO and LUMO in eV: 10.804
HOMO level in eV: -10.01
E_LUMO in Eh: 0.029

```
! wB97M-V def2-TZVPD RIJCOSX def2/J DEFGRID3
* xyz 0 1
C 0.82 -0.72 0.15
N 1.78 0.11 -0.10
N 0.73 1.14 -0.22
N -0.13 0.18 0.47
N -1.62 -0.01 -0.14
H 1.09 -1.74 0.48
H 0.80 1.96 0.36
H -2.05 -0.92 0.13
H -1.42 0.00 -1.14
*
```

---

Stability summary - winner: #ii; margin: 0.0341 hartree.

---

#i
Here is a 3-piece molecular cluster, C3H12O4 overall from the Open Molecules 2025 dataset. Energies are from ωB97M-V/def2-TZVPD.

Gap between HOMO and LUMO in eV: 10.901
HOMO level in eV: -10.40
E_LUMO in Eh: 0.018
SMILES string: OCCCO.O.O

```
! wB97M-V def2-TZVPD RIJCOSX def2/J DEFGRID3
* xyz 0 1
O 1.19 -1.52 2.26
C 0.33 -0.88 1.29
C 1.18 0.18 0.53
C 0.33 0.77 -0.50
O 1.05 1.62 -1.47
H 0.74 -1.62 3.07
H -0.56 -0.57 1.87
H -0.16 -1.51 0.58
H 2.07 -0.38 0.21
H 1.47 0.92 1.25
H -0.54 1.40 -0.11
H -0.11 0.09 -1.11
H 1.72 1.88 -0.87
O -4.07 0.08 0.69
H -3.94 0.21 1.65
H -5.04 0.15 0.60
O 1.69 -0.58 -3.30
H 0.76 -0.62 -3.35
H 1.91 0.40 -3.28
*
```

---

#ii
Here is a 4-piece molecular cluster, C3H12O4 overall from the Open Molecules 2025 dataset. Energies are from ωB97M-V/def2-TZVPD.

Gap between HOMO and LUMO in eV: 10.673
HOMO level in eV: -10.06
E_LUMO in Eh: 0.023
SMILES string: C=CCO.O.O.O

```
! wB97M-V def2-TZVPD RIJCOSX def2/J DEFGRID3
* xyz 0 1
C 1.83 -1.56 -1.23
C 2.30 -0.78 -0.28
C 1.49 -0.24 0.87
O 0.89 0.94 0.29
H 2.43 -1.75 -2.12
H 0.82 -1.93 -1.39
H 3.31 -0.38 -0.33
H 0.65 -0.93 1.02
H 1.93 -0.06 1.85
H 0.48 1.58 0.90
O -1.16 0.83 -1.62
H -1.33 1.75 -1.86
H -0.45 0.83 -0.93
O -2.61 -0.61 0.44
H -3.52 -0.59 0.10
H -2.17 -0.80 -0.40
O -1.45 1.61 1.45
H -1.53 1.17 2.32
H -1.89 0.91 0.92
*
```

---

#iii
Here is a 4-piece molecular cluster, C3H12O4 overall from the Open Molecules 2025 dataset. Energies are from ωB97M-V/def2-TZVPD.

Gap between HOMO and LUMO in eV: 8.471
HOMO level in eV: -8.00
E_LUMO in Eh: 0.017
SMILES string: C/C=C/O.O.O.O

```
! wB97M-V def2-TZVPD RIJCOSX def2/J DEFGRID3
* xyz 0 1
C 1.13 2.90 -1.71
C 1.07 1.42 -1.95
C 0.88 0.55 -0.93
O -0.16 -0.32 -0.95
H 1.87 3.42 -2.34
H 1.45 3.13 -0.69
H 0.17 3.38 -1.90
H 0.64 1.04 -2.87
H 1.53 0.58 -0.06
H 0.10 -1.14 -0.48
O 0.84 -2.46 0.60
H 0.17 -2.76 1.23
H 1.66 -2.42 1.10
O -1.54 -0.14 2.01
H -1.01 0.30 1.33
H -1.80 0.61 2.56
O -2.05 -2.80 1.42
H -2.28 -1.92 1.77
H -2.68 -3.39 1.84
*
```

---

#iv
Here is a 4-piece molecular cluster, C3H12O4 overall from the Open Molecules 2025 dataset. Energies are from ωB97M-V/def2-TZVPD.

Gap between HOMO and LUMO in eV: 11.076
HOMO level in eV: -10.28
E_LUMO in Eh: 0.029
SMILES string: CCC=O.O.O.O

```
! wB97M-V def2-TZVPD RIJCOSX def2/J DEFGRID3
* xyz 0 1
C 0.62 1.79 2.33
C 1.30 1.49 0.98
C 0.32 0.85 0.04
O 0.59 -0.07 -0.70
H -0.16 2.54 2.23
H 0.16 0.91 2.76
H 1.38 2.16 3.02
H 2.10 0.76 1.16
H 1.63 2.43 0.54
H -0.70 1.26 0.06
O -1.82 -1.73 -0.94
H -1.93 -2.66 -1.15
H -0.87 -1.54 -0.88
O -2.91 0.66 0.26
H -2.61 -0.11 -0.26
H -3.79 0.44 0.59
O 2.40 -2.18 -1.55
H 2.37 -2.39 -2.49
H 1.92 -1.34 -1.47
*
```

---

Stability summary - winner: #iv; margin: 0.0350 hartree.

---

#i
Here is a 4-piece molecular cluster, C3H12O4 overall from the Open Molecules 2025 dataset. Energies are from ωB97M-V/def2-TZVPD.

Gap between HOMO and LUMO in eV: 10.782
HOMO level in eV: -10.00
E_LUMO in Eh: 0.029
SMILES string: CCC=O.O.O.O

```
! wB97M-V def2-TZVPD RIJCOSX def2/J DEFGRID3
* xyz 0 1
C 0.55 -0.51 -1.75
C -0.22 -0.43 -0.39
C -1.58 0.20 -0.57
O -1.82 1.35 -0.86
H -0.13 -0.46 -2.62
H 1.23 0.36 -1.89
H 1.11 -1.38 -1.79
H 0.39 0.18 0.30
H -0.34 -1.45 0.08
H -2.45 -0.38 -0.49
O 1.79 2.82 -2.35
H 2.27 2.68 -3.15
H 0.86 2.52 -2.60
O -0.14 1.96 1.44
H 0.07 2.93 1.45
H -0.90 1.85 0.87
O -0.35 -3.79 4.43
H 0.44 -3.85 5.04
H -0.77 -4.59 4.82
*
```

---

#ii
Here is a 3-piece molecular cluster, C3H12O4 overall from the Open Molecules 2025 dataset. Energies are from ωB97M-V/def2-TZVPD.

Gap between HOMO and LUMO in eV: 10.523
HOMO level in eV: -10.28
E_LUMO in Eh: 0.009
SMILES string: OCCCO.O.O

```
! wB97M-V def2-TZVPD RIJCOSX def2/J DEFGRID3
* xyz 0 1
O -1.91 2.19 -0.09
C -1.96 0.75 -0.19
C -1.23 -0.01 0.89
C 0.25 0.29 1.04
O 0.87 -0.62 1.91
H -1.09 2.45 0.33
H -3.03 0.54 -0.14
H -1.51 0.47 -1.14
H -1.61 0.10 1.90
H -1.36 -1.05 0.58
H 0.79 0.32 0.08
H 0.36 1.32 1.37
H 0.55 -1.50 1.68
O 0.07 -2.12 -1.63
H 0.84 -2.67 -1.56
H -0.55 -2.40 -2.31
O 3.49 1.07 -0.95
H 4.26 0.46 -0.93
H 2.77 0.42 -0.83
*
```

---

Stability summary - winner: #ii; margin: 0.0081 hartree.